No. 1
One molecule with the formula C2H4N2O2S2 at a distorted geometry. Source: the OMol25 dataset; level of theory: the ωB97M-V functional and the def2-TZVPD basis.

Calculated values
HOMO level, eV: -8.565
Energy above the lowest of the compared OMol25 structures with the same formula, charge and spin, kJ/mol: 530.2
SMILES: O/N=C\SC(=S)NO

```
! RIJCOSX wB97M-V def2-TZVPD def2/J DEFGRID3
* xyz 0 1
O 2.10 -1.00 1.23
N 2.16 -0.16 0.00
C 1.21 -0.26 -0.95
S -0.16 -1.37 -0.82
C -1.38 -0.49 0.07
S -3.16 -0.91 0.16
N -1.24 0.73 0.45
O -0.60 1.66 -0.40
H 1.69 -2.00 1.03
H 1.27 0.59 -1.84
H -1.98 1.07 0.96
H 0.09 2.14 0.12
*
```


No. 2
A 2-piece molecular cluster, C2H4N2O3 overall at a distorted geometry. Source: the OMol25 dataset; level of theory: the ωB97M-V functional and the def2-TZVPD basis.

Calculated values
HOMO level, eV: -9.960
Energy above the lowest of the compared OMol25 structures with the same formula, charge and spin, kJ/mol: 649.3
SMILES: C=[N+]([O-])O.N#CO

```
! RIJCOSX wB97M-V def2-TZVPD def2/J DEFGRID3
* xyz 0 1
C 0.82 -1.52 -0.07
N -0.28 -1.99 0.35
O -1.09 -1.67 1.16
O -0.58 -3.17 -0.33
H 1.21 -0.57 0.39
H 1.37 -2.06 -0.86
H -1.17 -2.72 -1.06
N -0.04 0.79 -1.41
C -0.42 0.56 -0.34
O -0.83 0.67 0.81
H -1.21 -0.26 1.17
*
```


No. 3
A 2-piece molecular cluster, C2H4N2O4 overall at a distorted geometry. Source: the OMol25 dataset; level of theory: the ωB97M-V functional and the def2-TZVPD basis.

Calculated values
HOMO level (alpha / beta), eV: -8.951 / -11.038
Energy above the lowest of the compared OMol25 structures with the same formula, charge and spin, kJ/mol: 543.7

```
! RIJCOSX wB97M-V def2-TZVPD def2/J DEFGRID3
* xyz 0 3
C 0.65 -0.13 -0.92
C -0.70 0.31 0.86
N 1.93 -0.16 -0.20
N -1.96 0.01 0.34
O 2.79 0.39 -0.84
O 2.21 -0.74 0.81
O -2.22 -1.14 0.07
O -2.78 0.94 0.07
H 0.71 0.80 -1.46
H 0.27 -1.08 -1.02
H -0.28 -0.50 1.34
H -0.62 1.30 0.96
*
```


No. 4
A 2-piece molecular cluster, C2H4N2O5 overall at a distorted geometry. Source: the OMol25 dataset; level of theory: the ωB97M-V functional and the def2-TZVPD basis.

Calculated values
HOMO level, eV: -10.500
Energy above the lowest of the compared OMol25 structures with the same formula, charge and spin, kJ/mol: 0.0
SMILES: [H]/N=N/C(=O)O.O=C(O)O

```
! RIJCOSX wB97M-V def2-TZVPD def2/J DEFGRID3
* xyz 0 1
H -1.65 1.98 1.33
N -0.89 1.59 0.74
N -0.12 0.95 1.43
C 0.90 0.12 0.96
O 0.77 -1.11 1.04
O 2.08 0.72 1.02
H 2.79 0.05 1.06
O -1.79 -0.64 -2.37
C -0.98 -0.91 -1.54
O 0.14 -0.05 -1.34
O -1.03 -1.80 -0.61
H 0.01 0.76 -1.86
H -0.24 -1.66 0.12
*
```


No. 5
One molecule with the formula C2H4N2OS at a distorted geometry. Source: the OMol25 dataset; level of theory: the ωB97M-V functional and the def2-TZVPD basis.

Calculated values
HOMO level (alpha / beta), eV: -8.971 / -8.968
Energy above the lowest of the compared OMol25 structures with the same formula, charge and spin, kJ/mol: 507.8
SMILES: [O-][N+]1=NCCS1

```
! RIJCOSX wB97M-V def2-TZVPD def2/J DEFGRID3
* xyz 0 1
O -2.83 -0.62 0.02
N -1.65 -0.36 0.06
N -0.54 -1.33 0.04
C 0.70 -0.64 0.12
C 0.66 0.81 -0.05
S -1.09 1.32 0.03
H 1.32 -1.08 -0.68
H 1.30 -0.75 0.98
H 1.09 1.50 0.62
H 1.03 1.16 -1.13
*
```


No. 6
One molecule with the formula C2H4N2OS at a distorted geometry. Source: the OMol25 dataset; level of theory: the ωB97M-V functional and the def2-TZVPD basis.

Calculated values
HOMO level, eV: -9.553
Energy above the lowest of the compared OMol25 structures with the same formula, charge and spin, kJ/mol: 379.3
SMILES: [H]/N=C/NOC=S

```
! RIJCOSX wB97M-V def2-TZVPD def2/J DEFGRID3
* xyz 0 1
H 2.11 -0.93 -0.94
N 1.26 -0.82 -0.50
C 0.47 -0.08 -1.15
N -0.82 0.13 -0.75
O -1.15 -0.64 0.40
C -0.66 -0.01 1.54
S -0.30 1.54 1.70
H 0.60 0.53 -2.14
H -0.94 1.16 -0.55
H -0.57 -0.87 2.38
*
```


No. 7
One molecule with the formula C2H4N2OS2 at a distorted geometry. Source: the OMol25 dataset; level of theory: the ωB97M-V functional and the def2-TZVPD basis.

Calculated values
HOMO level (alpha / beta), eV: -8.395 / -7.605
Energy above the lowest of the compared OMol25 structures with the same formula, charge and spin, kJ/mol: 474.4

```
! RIJCOSX wB97M-V def2-TZVPD def2/J DEFGRID3
* xyz 0 1
C 1.63 1.09 -0.03
C -0.55 0.23 0.55
N 0.40 1.21 0.38
N -0.41 -0.95 -0.26
O 4.11 0.78 -0.35
S -1.44 1.75 -0.11
S 3.08 -0.07 0.22
H 2.15 1.83 -0.59
H -0.74 -0.18 1.65
H -1.41 -1.06 -0.48
H 0.11 -0.64 -1.04
*
```


No. 8
One molecule with the formula C2H4N2OS2 at a distorted geometry. Source: the OMol25 dataset; level of theory: the ωB97M-V functional and the def2-TZVPD basis.

Calculated values
HOMO level, eV: -8.829
Energy above the lowest of the compared OMol25 structures with the same formula, charge and spin, kJ/mol: 184.7
SMILES: S/N=C\O/C=N/S

```
! RIJCOSX wB97M-V def2-TZVPD def2/J DEFGRID3
* xyz 0 1
S 3.30 -0.27 0.00
N 2.14 0.96 0.00
C 0.90 0.75 0.00
O 0.36 -0.51 0.00
C -0.99 -0.67 0.00
N -1.79 0.31 0.00
S -3.46 -0.05 0.00
H 2.57 -1.36 0.00
H 0.16 1.59 0.00
H -1.26 -1.72 -0.01
H -3.86 1.22 0.02
*
```